Below is C44H33O5P2RhS4Sb as an isolated structure at a distorted geometry, with properties calculated with wB97M-V/def2-TZVPD.

* multiplicity: 2
* Kohn-Sham gap (alpha / beta): 0.1837 / 0.1858 hartree
* largest force on an atom: 3.003 eV/A
* energy: -127865.82228 eV

Cartesian coordinates (Å):
1 Rh -0.3104 -1.1350 -0.1958
2 O -3.8258 -0.9646 -0.3852
3 S -2.5448 -0.2965 -0.5419
4 C -2.5576 0.2137 -2.3153
5 C -3.7468 0.6613 -2.8686
6 C -3.8294 0.9233 -4.2262
7 C -2.7339 0.7035 -5.0466
8 C -1.5538 0.2373 -4.5015
9 C -1.4512 0.0082 -3.1311
10 P 0.0845 -0.7188 -2.4717
11 C 1.4372 0.1783 -3.2547
12 C 2.7014 -0.4169 -3.2226
13 C 3.7982 0.2619 -3.7139
14 C 3.6554 1.5539 -4.2005
15 C 2.4154 2.1711 -4.1732
16 C 1.3090 1.4917 -3.7019
17 C -0.0029 -2.3412 -3.2876
18 C 0.7910 -2.7458 -4.3525
19 C 0.6859 -4.0426 -4.8284
20 C -0.2177 -4.9280 -4.2656
21 C -1.0398 -4.5162 -3.2281
22 C -0.9260 -3.2329 -2.7343
23 C -2.7106 1.3745 0.1676
24 C -3.9312 2.0215 0.2160
25 C -4.0140 3.2801 0.7925
26 C -2.8877 3.8821 1.3279
27 C -1.6701 3.2254 1.3028
28 C -1.5888 1.9552 0.7445
29 P -0.0169 1.0366 0.7058
30 C 0.9069 2.3815 -0.1485
31 C 0.2530 3.0721 -1.1687
32 C 0.8550 4.1491 -1.7896
33 C 2.1325 4.5388 -1.4214
34 C 2.8034 3.8365 -0.4360
35 C 2.1983 2.7633 0.1967
36 C 0.8270 0.9692 2.3158
37 C 0.4173 1.5743 3.4958
38 C 1.1032 1.3121 4.6714
39 C 2.1768 0.4377 4.6838
40 C 2.5866 -0.1692 3.5072
41 C 1.9187 0.1018 2.3289
42 H -4.6165 0.7645 -2.2393
43 H -4.7590 1.2700 -4.6517
44 H -2.8068 0.8735 -6.1109
45 H -0.7002 0.0319 -5.1303
46 H 2.8132 -1.4160 -2.8217
47 H 4.7672 -0.2151 -3.7151
48 H 4.5124 2.0817 -4.5924
49 H 2.3081 3.1886 -4.5213
50 H 0.3432 1.9740 -3.6882
51 H 1.5030 -2.0647 -4.7920
52 H 1.3353 -4.3687 -5.6265
53 H -0.2772 -5.9463 -4.6229
54 H -1.7565 -5.1987 -2.7919
55 H -1.5492 -2.9103 -1.8976
56 H -4.8166 1.5398 -0.1643
57 H -4.9612 3.7964 0.8295
58 H -2.9572 4.8544 1.7923
59 H -0.7842 3.6897 1.7183
60 H -0.7466 2.7754 -1.4644
61 H 0.3247 4.6826 -2.5647
62 H 2.6004 5.3838 -1.9064
63 H 3.8050 4.1285 -0.1566
64 H 2.7251 2.2302 0.9748
65 H -0.4524 2.2128 3.5075
66 H 0.7879 1.7846 5.5905
67 H 2.6877 0.2227 5.6107
68 H 3.4144 -0.8644 3.5079
69 H 2.2246 -0.3827 1.4045
70 S 3.2814 -4.5818 -3.1257
71 Sb 2.9515 -5.8798 -1.2456
72 S 1.5758 -2.7310 -0.1256
73 S 0.9074 -4.5553 -0.2320
74 O -1.6097 -0.1927 2.1274
75 C -1.2253 -1.3151 2.5431
76 O -0.8862 -2.2497 1.7895
77 C -1.0376 -1.4965 4.0173
78 C -1.5033 -0.5376 4.9047
79 C -1.1708 -0.5787 6.2538
80 C -0.3683 -1.6177 6.6634
81 O 0.1289 -1.8844 7.9128
82 C 0.9013 -3.0599 7.7849
83 O 0.8363 -3.5177 6.4551
84 C 0.0763 -2.6013 5.7753
85 C -0.2433 -2.5663 4.4453
86 H -2.1276 0.2541 4.5221
87 H -1.5096 0.1725 6.9490
88 H 0.5072 -3.8328 8.4636
89 H 1.9518 -2.8468 8.0540
90 H 0.0946 -3.3119 3.7442